The following is a quantum chemistry calculation of an isolated molecule of C2HN3O2 in a non-equilibrium geometry, from OMol25.

CARTESIAN COORDINATES (ANGSTROEM)
C -1.019787 0.025479 -0.054019
C 1.140211 -1.040932 0.063519
H 1.605833 -1.995279 0.099940
N -0.272837 1.254766 -0.103908
N 0.949197 1.215474 -0.103595
N 1.742018 0.090012 0.247483
O -2.215720 -0.112492 0.218416
O -0.191408 -1.116729 -0.273016

Cartesian forces (eV/Å) of the 2 atoms listed first:
-2.05 -1.29 2.08
-1.50 2.59 -0.43

Results
LUMO energy	-1.32	eV
SMILES	O=c1nnnco1
gap between HOMO and LUMO	9.1	eV
charge	0
energy relative to the best compared isomer or geometry (same formula, charge and spin)	84.8	kcal/mol